1.
Entry from OMol25: a 8-piece molecular cluster, C11H37O10P overall in a non-equilibrium geometry (wB97M-V/def2-TZVPD).

Structure (XYZ):
```
59
C11H37O10P, DFT wB97M-V/def2-TZVPD
C 2.46 -0.87 1.09
C 1.03 -0.38 1.34
C 0.93 1.06 0.87
O -0.41 1.61 0.86
C -1.28 1.26 1.80
O -1.50 1.86 2.83
P -2.33 -0.22 1.44
O -2.32 -0.65 0.01
H 2.68 -0.85 0.02
H 2.56 -1.91 1.39
H 3.19 -0.23 1.59
H 0.35 -1.02 0.76
H 0.78 -0.49 2.40
H 1.24 1.10 -0.18
H 1.59 1.71 1.44
H -1.79 -1.20 2.29
H -3.59 0.11 1.96
C -4.18 -2.99 -1.86
O -3.72 -1.77 -2.42
H -5.03 -3.32 -2.44
H -3.41 -3.77 -1.89
H -4.49 -2.86 -0.82
H -2.97 -1.47 -1.89
C -0.14 -2.71 -3.26
O 0.33 -1.61 -2.49
H 0.47 -2.79 -4.16
H -0.04 -3.64 -2.69
H -1.18 -2.59 -3.56
H -0.20 -1.54 -1.70
C -0.72 1.85 -2.98
O 0.59 1.43 -2.62
H -0.91 2.81 -2.49
H -0.83 1.99 -4.06
H -1.47 1.13 -2.64
H 0.73 0.57 -3.03
C 5.34 2.05 0.24
O 4.50 1.68 1.33
H 4.72 2.04 -0.66
H 5.75 3.05 0.37
H 6.16 1.34 0.11
H 5.03 1.69 2.13
C 4.86 -2.94 -1.75
O 3.52 -2.72 -1.31
H 5.46 -3.14 -0.87
H 4.93 -3.80 -2.43
H 5.26 -2.06 -2.26
H 2.98 -2.54 -2.09
C -2.92 0.92 6.24
O -1.86 0.40 5.44
H -2.77 0.54 7.25
H -2.90 2.01 6.27
H -3.90 0.58 5.89
H -1.98 0.74 4.55
C -2.94 3.69 -0.37
O -3.63 3.08 -1.46
H -2.84 4.74 -0.62
H -3.51 3.61 0.56
H -1.95 3.26 -0.23
H -3.72 2.14 -1.25
```

Its maximum force is 1.35 eV/A. For the LUMO energy, the calculation gives -0.069 eV. The calculation puts the orbital gap at 9.8 eV. The value obtained for the total energy is -41767.472 eV. The SMILES is CCCOC(=O)[PH2]=O.CO.CO.CO.CO.CO.CO.CO.

***

2.
Entry from OMol25: a 14-piece molecular cluster, F6H26O13P overall in a non-equilibrium geometry (wB97M-V/def2-TZVPD).

Structure (XYZ):
```
46
F6H26O13P, DFT wB97M-V/def2-TZVPD
P -0.17 0.00 -0.70
F 0.83 1.08 -1.40
F -1.07 1.20 -0.13
F -1.23 -0.03 -1.98
F -1.20 -1.06 0.04
F 0.68 -1.25 -1.27
F 0.73 0.03 0.63
O -2.10 -4.32 -4.22
H -1.52 -3.79 -3.66
H -1.61 -4.42 -5.04
O -1.49 -3.32 4.23
H -2.29 -2.96 4.61
H -1.50 -3.03 3.32
O 5.24 -4.59 0.03
H 4.75 -4.06 0.66
H 6.15 -4.50 0.28
O -3.52 -6.40 0.00
H -4.35 -6.15 0.40
H -3.50 -5.92 -0.83
O 0.17 5.90 -0.60
H -0.07 4.98 -0.69
H -0.61 6.32 -0.24
O 5.23 -0.54 -2.38
H 5.20 -1.49 -2.34
H 4.32 -0.26 -2.34
O -0.99 2.19 4.68
H -0.74 1.34 4.32
H -1.88 2.33 4.35
O 3.11 -3.34 4.49
H 2.16 -3.47 4.49
H 3.23 -2.40 4.34
O -1.27 4.95 -5.16
H -1.30 5.87 -5.42
H -1.17 4.98 -4.21
O 4.67 1.22 4.46
H 4.67 1.48 3.54
H 4.45 2.03 4.93
O -4.89 1.72 -5.24
H -4.48 1.08 -4.66
H -4.20 2.37 -5.41
O -6.27 0.94 -0.33
H -5.37 1.12 -0.03
H -6.80 1.63 0.06
O 3.67 4.00 1.44
H 2.99 4.13 0.78
H 3.33 4.42 2.22
```

Its maximum force is 1.68 eV/A. For the LUMO energy, the calculation gives 2.132 eV. Its charge is -1. As for the energy above the lowest of the compared OMol25 structures with the same formula, charge and spin: 60.7 kcal/mol. The calculation puts the orbital gap at 11.1 eV. The value obtained for the total energy is -52641.731 eV.

***

3.
Entry from OMol25: an isolated ion of composition C4H6ClN2 and charge +1 in a non-equilibrium geometry (wB97M-V/def2-TZVPD).

Structure (XYZ):
```
13
C4H6ClN2, DFT wB97M-V/def2-TZVPD
C -0.93 0.69 1.33
C 0.68 -0.59 0.63
C -0.93 0.82 0.00
C 0.55 -0.43 -1.67
N 0.07 -0.16 1.72
N 0.07 -0.05 -0.40
Cl -1.84 1.65 -1.14
H -1.68 1.06 2.16
H 1.60 -1.16 0.63
H -0.07 0.02 -2.46
H 1.60 0.04 -1.86
H 0.45 -1.60 -1.69
H 0.43 -0.29 2.74
```

Its maximum force is 5.07 eV/A. For the LUMO energy, the calculation gives -3.499 eV. Its charge is +1. As for the energy above the lowest of the compared OMol25 structures with the same formula, charge and spin: 1.8 kcal/mol. The calculation puts the orbital gap at 10.8 eV. The value obtained for the total energy is -19740.589 eV. The SMILES is C[n+]1c[nH]cc1Cl.

***

4.
Entry from OMol25: C6H14ClMgN2O2 as an isolated structure in a non-equilibrium geometry (wB97M-V/def2-TZVPD).

Structure (XYZ):
```
26
C6H14ClMgN2O2, DFT wB97M-V/def2-TZVPD
Mg 1.30 -2.09 -3.86
Cl -0.39 -2.43 -2.35
C 2.64 0.59 -2.16
O 2.31 -0.41 -2.84
N 1.76 1.36 -1.56
C 2.23 2.25 -0.48
C 0.33 1.41 -1.85
H 3.68 0.89 -2.01
H 2.41 3.20 -1.00
H 3.06 1.82 0.08
H 1.48 2.51 0.27
H 0.08 2.18 -2.58
H -0.03 0.41 -2.07
H -0.19 1.84 -0.99
C -0.79 -0.39 0.95
O -0.18 0.64 1.18
N -1.52 -1.11 1.82
C -1.81 -0.53 3.12
C -2.35 -2.25 1.47
H -0.66 -0.91 -0.01
H -1.36 0.45 3.22
H -1.40 -1.13 3.94
H -2.88 -0.51 3.33
H -2.34 -2.58 0.44
H -2.02 -3.10 2.09
H -3.37 -2.13 1.84
```

Its maximum force is 2.92 eV/A. For the LUMO energy, the calculation gives -6.210 eV. Its charge is +1. As for the energy above the lowest of the compared OMol25 structures with the same formula, charge and spin: 0.0 kcal/mol. The calculation puts the orbital gap at 5.5 eV. The value obtained for the total energy is -31486.579 eV.

***

5.
Entry from OMol25: a 2-piece molecular cluster, C3H11NS overall in a non-equilibrium geometry (wB97M-V/def2-TZVPD).

Structure (XYZ):
```
16
C3H11NS, DFT wB97M-V/def2-TZVPD
C 0.26 -2.08 -1.53
N -0.95 -1.28 -1.75
H 0.36 -2.93 -2.19
H 0.38 -2.31 -0.47
H 1.11 -1.44 -1.76
H -1.74 -1.87 -1.98
H -0.95 -0.48 -2.35
C 0.63 2.63 1.10
S 1.31 0.94 1.16
C -0.26 0.13 1.61
H -0.14 2.63 0.32
H 1.44 3.25 0.72
H 0.18 2.91 2.05
H -1.00 0.40 0.86
H -0.13 -0.94 1.61
H -0.50 0.43 2.62
```

Its maximum force is 1.63 eV/A. For the LUMO energy, the calculation gives 1.056 eV. As for the energy above the lowest of the compared OMol25 structures with the same formula, charge and spin: 14.1 kcal/mol. The calculation puts the orbital gap at 9.4 eV. The value obtained for the total energy is -15614.138 eV. The SMILES is CSC.CN.